Entry from OMol25: a structure of composition C37H50IrN4OPSSi (ωB97M-V/def2-TZVPD).

CARTESIAN COORDINATES (ANGSTROEM)
Ir -0.0255 -0.2258 0.7146
C -0.1176 -5.1070 0.6171
C -0.5049 -3.6739 0.2493
C -0.7175 -3.5759 -1.2616
P 0.6819 -2.3766 0.8224
C 1.3485 -3.0109 2.4119
C 2.5604 -2.2007 2.8673
C 0.2666 -3.0175 3.4921
C 2.0420 -2.3665 -0.3342
C 2.8770 -3.4584 -0.5987
C 3.8945 -3.3970 -1.5275
C 4.7945 -4.5697 -1.8079
C 4.0587 -2.1785 -2.2054
C 3.2743 -1.0811 -1.9509
C 2.2460 -1.1320 -0.9742
N 1.4803 -0.0506 -0.6646
C 1.9469 1.2394 -1.0420
C 3.0562 1.8142 -0.4049
C 3.9111 1.0324 0.5540
C 3.3770 3.1398 -0.6848
C 2.6609 3.8950 -1.6033
C 2.9890 5.3433 -1.8472
C 1.6343 3.2686 -2.2995
C 1.2823 1.9475 -2.0495
C 0.2564 1.2628 -2.9076
H -0.8700 -5.7928 0.2215
H -0.0596 -5.2700 1.6934
H 0.8380 -5.3877 0.1724
H -1.4371 -3.4184 0.7670
H 0.1851 -3.8932 -1.7887
H -0.9680 -2.5710 -1.5834
H -1.5351 -4.2401 -1.5533
H 1.6665 -4.0367 2.2025
H 2.2633 -1.1951 3.1590
H 3.3168 -2.1188 2.0857
H 3.0141 -2.6817 3.7365
H -0.1561 -2.0197 3.6079
H 0.6969 -3.3275 4.4469
H -0.5533 -3.6983 3.2537
H 2.7306 -4.3835 -0.0500
H 4.5112 -5.4321 -1.2038
H 5.8385 -4.3376 -1.5855
H 4.7469 -4.8693 -2.8573
H 4.8414 -2.0954 -2.9531
H 3.4445 -0.1547 -2.4849
H 3.3108 0.5770 1.3381
H 4.6524 1.6832 1.0176
H 4.4404 0.2265 0.0409
H 4.2192 3.5902 -0.1691
H 4.0267 5.5621 -1.5949
H 2.3589 5.9946 -1.2361
H 2.8262 5.6163 -2.8905
H 1.1104 3.8123 -3.0802
H -0.0244 1.9015 -3.7470
H -0.6412 0.9822 -2.3621
H 0.6550 0.3250 -3.3013
O -1.4700 -0.6277 2.2655
N -2.2366 0.3512 2.7392
C -2.0169 0.7624 3.9985
C -2.8012 1.7544 4.5484
C -3.8170 2.3158 3.7953
C -4.0294 1.8583 2.5025
C -3.2284 0.8619 1.9892
H -1.1936 0.2753 4.4950
H -2.5949 2.0785 5.5577
H -4.4378 3.0988 4.2093
H -4.8157 2.2617 1.8804
H -3.2955 0.4480 0.9905
C -1.1918 5.6015 2.3579
C -0.8970 4.2715 1.7315
C -1.4458 3.9280 0.4908
C -1.2096 2.6561 0.0269
N -0.4349 1.8201 0.7146
C 0.1294 2.2462 1.8665
S 1.1406 1.0442 2.5581
N -0.1188 3.4409 2.4140
H -0.8517 6.4123 1.7116
H -0.6901 5.6767 3.3190
H -2.2675 5.7284 2.4967
H -2.0427 4.6277 -0.0764
H -1.6322 2.2768 -0.8934
C -5.0485 1.0049 -1.9535
Si -3.8893 -0.3966 -2.4096
C -4.8179 -2.0159 -2.2943
C -3.2600 -0.1605 -4.1527
C -2.4769 -0.4306 -1.2692
C -1.4966 -0.5080 -0.5431
H -5.8235 1.1261 -2.7139
H -4.5148 1.9540 -1.8630
H -5.5471 0.8033 -1.0015
H -5.6672 -2.0334 -2.9820
H -5.1972 -2.1805 -1.2836
H -4.1612 -2.8514 -2.5443
H -4.0846 -0.0916 -4.8663
H -2.6298 -1.0042 -4.4411
H -2.6584 0.7468 -4.2381

Summary:
Spin multiplicity: 1
Max |F|: 0.6 eV/Å
E_LUMO: -0.36 eV
Charge: 0
Relative energy (zero: lowest compared OMol25 entry of this formula, charge and spin): 0.00 kJ/mol